(w)
179
Properties=species:S:1:pos:R:3:mulliken_charge:R:1 method="wB97M-V/def2-TZVPD" smiles=CC1(C)CCCC(C)(C)N1O.CC1(C)CCCC(C)(C)N1O.COC[C@H](C)N.COC[C@H](C)N.COC[C@H](C)N.COC[C@H](C)N.COC[C@H](C)N.COC[C@H](C)N.COC[C@H](C)N homo_lumo_gap_ev=8.85 multiplicity=1 homo_ev=-8.42 e_lumo_ev=0.42
C -3.731 5.076 -3.788 -1.380
C -3.874 3.673 -3.220 0.412
C -2.529 3.218 -2.632 0.389
O -1.520 3.277 -3.608 -0.211
C -0.355 3.967 -3.205 -0.345
N -4.769 3.800 -2.045 -0.605
H -4.680 5.516 -4.106 0.483
H -3.015 5.062 -4.612 0.230
H -3.345 5.775 -3.041 0.287
H -4.262 2.910 -3.902 0.329
H -2.706 2.240 -2.171 0.201
H -2.313 4.002 -1.903 -0.629
H 0.413 3.720 -3.942 0.206
H 0.060 3.553 -2.276 -0.155
H -0.546 5.040 -3.149 0.415
H -5.652 4.211 -2.321 0.241
H -4.971 2.912 -1.599 0.202
C 6.138 0.966 -3.627 -1.477
C 4.936 1.547 -4.398 2.087
C 4.238 2.635 -3.607 -1.017
O 3.480 2.149 -2.523 -0.437
C 2.341 1.421 -2.907 0.060
N 5.381 2.072 -5.675 -0.698
H 5.788 0.487 -2.708 0.195
H 6.802 1.762 -3.285 0.361
H 6.624 0.216 -4.251 0.463
H 4.200 0.725 -4.473 -0.779
H 3.592 3.247 -4.269 0.259
H 4.912 3.383 -3.176 0.416
H 1.998 1.830 -3.873 0.402
H 1.515 1.582 -2.229 -0.449
H 2.603 0.370 -3.035 0.272
H 4.622 2.213 -6.327 0.236
H 6.133 1.555 -6.100 0.249
C -7.269 -6.280 0.407 -1.496
C -6.033 -5.784 1.127 0.784
C -5.440 -4.605 0.441 -0.908
O -4.171 -4.337 1.001 -0.345
C -3.904 -2.967 1.087 -0.518
N -6.336 -5.454 2.533 -0.781
H -7.120 -6.321 -0.673 0.347
H -8.078 -5.551 0.563 0.373
H -7.679 -7.215 0.785 0.358
H -5.296 -6.603 1.040 0.211
H -6.138 -3.758 0.459 0.429
H -5.316 -4.839 -0.629 0.319
H -4.045 -2.467 0.124 0.309
H -2.891 -2.761 1.440 0.075
H -4.523 -2.500 1.869 0.308
H -5.444 -5.183 2.961 0.258
H -6.509 -6.323 3.044 0.277
C 2.092 -5.179 -0.546 -1.843
C 2.786 -3.825 -0.311 1.366
C 4.249 -3.930 -0.629 -1.192
O 4.896 -2.706 -0.369 0.134
C 6.277 -2.878 -0.512 -1.216
N 2.090 -2.820 -1.138 0.344
H 1.028 -5.031 -0.688 0.447
H 2.245 -5.813 0.331 0.442
H 2.573 -5.693 -1.383 0.377
H 2.670 -3.554 0.742 -0.249
H 4.402 -4.135 -1.702 0.270
H 4.674 -4.766 -0.052 0.415
H 6.496 -2.946 -1.595 0.271
H 6.659 -3.814 -0.080 0.425
H 6.903 -2.078 -0.126 0.308
H 1.971 -3.184 -2.069 0.038
H 2.577 -1.935 -1.085 -0.292
C 1.215 -1.521 2.625 -1.368
C 0.256 -0.939 1.589 0.560
C 1.066 -0.111 0.603 -0.386
O 0.510 0.067 -0.654 0.857
C -0.444 1.074 -0.793 0.226
N -0.423 -2.047 0.917 -0.571
H 0.672 -2.143 3.341 0.415
H 1.596 -0.720 3.265 0.432
H 2.040 -2.102 2.214 -0.176
H -0.444 -0.299 2.142 0.304
H 2.019 -0.620 0.427 -0.672
H 1.388 0.835 1.083 0.274
H -1.153 1.096 0.052 0.387
H -0.884 0.995 -1.779 -0.563
H 0.000 2.086 -0.683 -0.154
H -1.134 -1.757 0.254 0.376
H 0.264 -2.537 0.340 -0.025
C -2.216 4.981 0.732 -1.814
C -1.534 4.237 1.830 1.878
C -0.526 5.024 2.627 -0.694
O 0.371 5.820 1.838 -0.471
C 1.074 5.115 0.825 -0.379
N -2.638 3.811 2.711 -0.509
H -2.872 4.343 0.141 0.493
H -1.609 5.464 -0.040 0.369
H -2.761 5.805 1.197 0.306
H -1.098 3.298 1.469 -0.686
H 0.087 4.391 3.287 0.309
H -1.037 5.748 3.266 0.305
H 2.100 5.485 0.811 0.378
H 0.650 5.329 -0.160 0.161
H 1.067 4.042 1.026 0.008
H -2.378 2.989 3.262 0.172
H -3.429 3.498 2.158 0.173
C 4.878 0.440 2.017 -0.997
C 6.020 -0.060 2.883 0.641
C 6.056 -1.544 2.859 -0.494
O 4.869 -2.209 3.157 -0.170
C 5.061 -3.579 3.220 -0.753
N 7.246 0.360 2.235 -0.605
H 4.868 1.532 1.982 0.478
H 3.936 0.122 2.454 -0.008
H 4.978 0.007 1.024 0.154
H 5.893 0.201 3.942 0.190
H 6.869 -1.874 3.534 0.356
H 6.408 -1.835 1.859 0.007
H 5.693 -3.890 4.065 0.358
H 5.532 -3.974 2.307 0.228
H 4.083 -4.045 3.342 0.242
H 8.125 -0.009 2.579 0.207
H 7.336 1.370 2.284 0.236
C 0.563 -4.115 -6.048 -2.273
C 0.744 -2.625 -5.753 2.285
C 1.656 -1.973 -6.769 -1.430
C 1.454 -0.448 -7.010 0.123
C -0.013 -0.124 -7.119 -1.400
C -0.831 -0.603 -5.929 2.226
N -0.611 -2.051 -5.822 0.057
O -1.402 -2.558 -4.753 -0.484
C -0.431 0.155 -4.677 -1.616
C -2.290 -0.313 -6.252 -2.273
C 1.416 -2.474 -4.361 -1.863
H 0.123 -4.720 -5.258 0.379
H 1.571 -4.558 -6.148 0.479
H 0.121 -4.279 -7.033 0.511
H 2.669 -1.973 -6.339 0.329
H 1.801 -2.587 -7.661 0.445
H 1.999 -0.286 -7.946 0.463
H 1.982 0.126 -6.246 -0.306
H -0.368 -0.536 -8.069 0.382
H -0.170 0.961 -7.182 0.467
H 0.628 0.153 -4.434 -0.419
H -0.764 1.198 -4.734 0.566
H -0.926 -0.239 -3.782 0.491
H -2.517 -0.701 -7.247 0.506
H -2.991 -0.782 -5.563 0.357
H -2.465 0.762 -6.194 0.331
H 1.997 -1.548 -4.374 -0.095
H 2.126 -3.299 -4.284 0.483
H 0.733 -2.394 -3.520 0.629
H -1.970 -3.221 -5.160 0.359
C -4.365 0.548 4.607 -1.947
C -3.787 0.828 5.990 1.591
C -2.844 -0.341 6.329 -1.184
C -1.978 -0.100 7.540 -0.647
C -1.231 1.206 7.386 -1.468
C -2.117 2.384 7.006 2.080
N -2.993 2.037 5.895 0.711
O -3.852 3.150 5.677 -0.553
C -2.847 2.883 8.273 -1.802
C -1.164 3.474 6.550 -2.187
C -4.929 0.842 6.982 -1.769
H -3.606 0.132 3.941 0.223
H -4.839 1.429 4.187 0.399
H -5.082 -0.271 4.725 0.503
H -3.524 -1.181 6.533 0.344
H -2.264 -0.715 5.478 0.321
H -1.282 -0.923 7.696 0.446
H -2.652 -0.017 8.400 0.291
H -0.584 1.037 6.511 0.347
H -0.448 1.367 8.127 0.398
H -2.803 2.159 9.095 0.345
H -2.383 3.775 8.703 0.430
H -3.898 3.115 8.120 0.304
H -0.423 3.695 7.315 0.503
H -0.669 3.139 5.632 0.348
H -1.674 4.409 6.300 0.489
H -5.649 0.059 6.780 0.437
H -5.458 1.804 6.913 0.341
H -4.582 0.905 8.015 0.395
H -3.460 3.597 4.913 0.355

(x)
179
Properties=species:S:1:pos:R:3:mulliken_charge:R:1 method="wB97M-V/def2-TZVPD" smiles=CC1(C)CCCC(C)(C)N1O.CC1(C)CCCC(C)(C)N1O.COC[C@H](C)N.COC[C@H](C)N.COC[C@H](C)N.COC[C@H](C)N.COC[C@H](C)N.COC[C@H](C)N.COC[C@H](C)N homo_lumo_gap_ev=8.18 multiplicity=1 homo_ev=-7.75 e_lumo_ev=0.43
C -27.475 -4.515 -8.040 -1.547
C -26.664 -4.526 -9.312 1.018
C -25.533 -3.495 -9.231 -1.107
O -25.190 -2.984 -10.502 -0.291
C -24.571 -1.723 -10.415 -0.910
N -26.118 -5.843 -9.603 -0.721
H -27.809 -3.495 -7.837 0.421
H -26.934 -4.947 -7.198 0.331
H -28.393 -5.101 -8.141 0.366
H -27.282 -4.090 -10.119 0.178
H -24.653 -3.931 -8.726 0.353
H -25.839 -2.690 -8.548 0.540
H -25.301 -0.927 -10.230 0.307
H -24.046 -1.534 -11.352 0.271
H -23.818 -1.658 -9.618 0.369
H -25.332 -5.769 -10.265 0.239
H -26.809 -6.379 -10.122 0.160
C -22.828 -16.070 -13.672 -1.147
C -22.048 -16.505 -14.948 1.124
C -21.451 -17.880 -14.753 -1.002
O -20.597 -17.810 -13.643 -0.251
C -20.093 -19.065 -13.294 -0.788
N -22.777 -16.401 -16.183 -0.589
H -22.337 -15.261 -13.115 0.156
H -23.081 -16.760 -12.871 0.301
H -23.718 -15.507 -13.990 0.337
H -21.202 -15.808 -14.892 -0.315
H -20.865 -18.151 -15.642 0.413
H -22.247 -18.619 -14.583 0.423
H -19.359 -19.439 -14.011 0.298
H -20.881 -19.798 -13.074 0.326
H -19.598 -18.970 -12.320 0.245
H -23.145 -17.292 -16.482 0.219
H -23.470 -15.678 -16.266 0.232
C -30.054 -10.701 -17.931 -1.146
C -30.533 -12.167 -17.994 0.453
C -30.123 -12.871 -19.267 -0.702
O -30.627 -12.122 -20.346 -0.289
C -30.547 -12.756 -21.612 -0.739
N -30.151 -12.929 -16.799 -0.650
H -30.108 -10.332 -16.910 0.115
H -30.641 -10.115 -18.638 0.409
H -29.013 -10.642 -18.269 0.317
H -31.628 -12.129 -17.995 0.190
H -30.452 -13.917 -19.292 0.399
H -29.015 -12.899 -19.329 0.313
H -30.572 -13.847 -21.555 0.319
H -29.612 -12.437 -22.084 0.265
H -31.400 -12.425 -22.199 0.236
H -30.361 -12.378 -15.980 0.346
H -29.173 -13.196 -16.769 0.261
C -27.018 -12.174 -13.419 -2.275
C -28.248 -11.379 -12.959 1.590
C -28.074 -9.887 -13.152 -0.105
O -26.779 -9.508 -12.627 -0.345
C -26.823 -8.814 -11.419 -0.868
N -29.464 -11.813 -13.665 -0.022
H -26.960 -12.035 -14.509 0.370
H -27.187 -13.240 -13.267 0.468
H -26.103 -11.812 -12.963 0.452
H -28.412 -11.713 -11.925 -0.312
H -28.874 -9.254 -12.771 -0.171
H -27.864 -9.667 -14.205 0.133
H -27.487 -7.937 -11.452 0.175
H -25.824 -8.488 -11.130 0.489
H -27.219 -9.425 -10.594 0.316
H -29.942 -12.582 -13.217 0.057
H -29.267 -12.061 -14.624 -0.088
C -23.494 -6.879 -13.310 -1.042
C -23.770 -5.452 -12.836 0.645
C -25.168 -5.013 -13.217 -0.467
O -25.338 -5.284 -14.577 -0.385
C -26.640 -5.009 -15.018 -0.540
N -23.648 -5.386 -11.339 -0.641
H -24.389 -7.505 -13.296 -0.045
H -22.718 -7.332 -12.699 0.165
H -23.137 -6.868 -14.341 0.476
H -23.033 -4.793 -13.311 0.188
H -25.381 -3.971 -12.942 0.456
H -25.879 -5.627 -12.633 0.117
H -26.849 -3.932 -15.084 0.273
H -27.383 -5.502 -14.384 0.222
H -26.730 -5.374 -16.042 0.281
H -22.675 -5.409 -11.053 0.252
H -23.939 -4.421 -11.145 0.073
C -32.279 -4.676 -17.061 -1.356
C -30.766 -4.459 -17.156 0.608
C -29.977 -5.764 -17.105 -0.611
O -30.017 -6.217 -15.761 -0.354
C -29.217 -7.337 -15.513 -0.636
N -30.397 -3.697 -18.356 -0.699
H -32.710 -4.742 -18.066 0.404
H -32.710 -3.790 -16.590 0.324
H -32.587 -5.566 -16.519 0.261
H -30.419 -3.934 -16.258 0.240
H -28.931 -5.533 -17.348 0.286
H -30.380 -6.505 -17.807 0.216
H -28.215 -7.338 -15.978 0.421
H -29.694 -8.238 -15.916 0.233
H -28.980 -7.369 -14.451 0.186
H -29.785 -2.939 -18.085 0.263
H -31.209 -3.284 -18.797 0.229
C -32.377 -10.647 -10.665 -1.095
C -31.327 -9.702 -11.262 1.416
C -31.913 -8.354 -11.559 -1.011
O -33.014 -8.509 -12.441 -0.311
C -33.359 -7.304 -13.066 -0.555
N -30.173 -9.518 -10.320 -0.395
H -31.989 -11.606 -10.341 -0.185
H -33.254 -10.816 -11.296 0.435
H -32.819 -10.115 -9.808 0.444
H -30.922 -10.169 -12.162 -0.262
H -31.119 -7.792 -12.086 0.248
H -32.144 -7.742 -10.676 0.325
H -34.206 -7.462 -13.731 0.282
H -32.532 -6.918 -13.681 0.086
H -33.615 -6.526 -12.334 0.313
H -30.540 -9.572 -9.376 0.326
H -29.555 -10.307 -10.470 0.022
C -18.041 -11.733 -13.059 -1.835
C -18.913 -12.001 -14.306 1.937
C -19.977 -13.010 -13.992 -1.548
C -21.084 -12.452 -13.118 -0.509
C -21.796 -11.361 -13.898 -1.626
C -20.863 -10.237 -14.304 2.170
N -19.577 -10.773 -14.738 0.440
O -18.667 -9.761 -15.111 -0.514
C -21.492 -9.543 -15.509 -2.063
C -20.645 -9.186 -13.185 -1.852
C -18.059 -12.558 -15.436 -2.099
H -17.132 -11.229 -13.385 0.408
H -17.769 -12.677 -12.574 0.378
H -18.552 -11.158 -12.289 0.378
H -20.408 -13.497 -14.878 0.467
H -19.500 -13.891 -13.541 0.579
H -20.662 -12.109 -12.170 0.291
H -21.766 -13.279 -12.911 0.115
H -22.583 -10.907 -13.284 0.487
H -22.318 -11.803 -14.750 0.394
H -21.414 -10.172 -16.400 0.440
H -22.533 -9.281 -15.312 0.312
H -20.943 -8.636 -15.778 0.499
H -21.020 -8.220 -13.505 0.465
H -21.177 -9.472 -12.270 0.415
H -19.601 -9.103 -12.893 0.323
H -17.562 -13.456 -15.057 0.382
H -17.299 -11.860 -15.780 0.475
H -18.716 -12.889 -16.240 0.401
H -18.616 -9.845 -16.069 0.347
C -32.777 -14.538 -9.348 -1.931
C -31.384 -14.892 -9.869 1.898
C -30.444 -13.808 -9.352 0.150
C -28.971 -14.180 -9.505 -0.452
C -28.639 -15.586 -8.965 -1.345
C -29.627 -16.690 -9.381 1.521
N -30.976 -16.153 -9.266 0.277
O -31.951 -17.155 -9.518 -0.506
C -29.290 -17.285 -10.743 -1.773
C -29.527 -17.814 -8.337 -1.824
C -31.402 -14.840 -11.401 -1.711
H -33.008 -13.485 -9.541 0.291
H -32.858 -14.598 -8.258 0.479
H -33.580 -15.121 -9.801 0.441
H -30.543 -12.885 -9.930 -1.080
H -30.630 -13.536 -8.309 0.513
H -28.341 -13.438 -9.014 0.697
H -28.736 -14.215 -10.575 -0.160
H -28.668 -15.560 -7.875 0.360
H -27.662 -15.824 -9.388 0.443
H -30.031 -18.051 -10.983 0.355
H -29.266 -16.531 -11.536 0.330
H -28.301 -17.733 -10.815 0.479
H -30.398 -18.464 -8.350 0.381
H -28.621 -18.390 -8.524 0.398
H -29.498 -17.393 -7.329 0.403
H -30.395 -14.771 -11.839 0.118
H -32.059 -14.075 -11.811 0.436
H -31.654 -15.801 -11.872 0.359
H -32.518 -17.121 -8.741 0.343

From most stable to least stable, the computed energies give (w), (x).

(w)
8
Properties=species:S:1:pos:R:3:nbo_charge:R:1 method="wB97M-V/def2-TZVPD" homo_lumo_gap_ev=11.34 multiplicity=1 homo_ev=-17.03 e_lumo_ev=-5.69 total_charge=+1
C -0.949 0.286 0.116 -0.901
C -1.350 -0.989 -0.110 0.979
C 2.761 0.293 0.055 0.450
O -1.564 -2.030 -0.292 -0.180
O 3.851 0.107 -0.198 -0.440
H 0.034 0.635 0.399 0.378
H -1.599 0.817 0.809 0.357
H -1.185 0.882 -0.779 0.356

(x)
8
Properties=species:S:1:pos:R:3:nbo_charge:R:1 method="wB97M-V/def2-TZVPD" homo_lumo_gap_ev="8.68 / 8.68" multiplicity=1 homo_ev="-15.02 / -15.02" e_lumo_ev="-6.34 / -6.34" total_charge=+1
C -0.547 0.782 0.332 -0.839
C -1.263 -0.327 0.137 0.781
C 1.416 -0.616 -0.402 0.702
O -1.879 -1.229 -0.158 -0.324
O 1.416 -1.519 0.280 -0.234
H -0.078 1.033 1.205 0.286
H -0.540 1.733 -0.229 0.316
H 1.476 0.145 -1.164 0.311

From most stable to least stable, the computed energies give (w), (x).